49
Properties=species:S:1:pos:R:3:forces:R:3:nbo_charge:R:1 method="wB97M-V/def2-TZVPD" homo_ev=-8.47 smiles="O=C(CN1CCN(S(=O)(=O)N2CCOCC2)CC1)Nc1ccc(Cl)c(Cl)c1" total_energy_ev=-66979.323 lumo_energy_ha=0.0202 orbital_gap_ha=0.3315
O -1.383568 3.963228 0.114708 -0.17 0.13 -0.04 -0.604
C -0.395209 3.278308 0.270548 0.42 0.06 -0.06 0.666
C 0.930184 3.630935 -0.414060 -0.07 0.44 -0.40 -0.296
N 1.373935 2.715314 -1.446444 -0.06 -0.34 0.45 -0.457
C 0.374126 1.987545 -2.189751 0.11 -0.25 -0.26 -0.236
C 0.248251 0.507917 -1.788460 -0.74 0.21 -0.09 -0.246
N 1.556496 -0.135270 -1.703999 0.17 -0.68 0.86 -0.676
S 1.790088 -0.930367 -0.256974 -0.54 -0.22 -0.59 2.463
O 3.095632 -1.508245 -0.271994 0.26 -0.06 -0.12 -0.935
O 1.456868 -0.093485 0.867840 -0.08 -0.11 0.19 -0.997
N 0.588770 -2.076267 -0.389782 0.57 0.86 -0.07 -0.674
C 0.862352 -3.029377 -1.450510 -0.10 -0.55 -0.48 -0.269
C -0.372363 -3.917503 -1.624394 0.22 0.25 -0.16 -0.073
O -0.703473 -4.572814 -0.425131 0.03 -0.23 0.02 -0.517
C -0.944865 -3.651056 0.611504 0.15 0.28 0.19 -0.073
C 0.277730 -2.765466 0.853722 -0.24 -0.16 0.49 -0.267
C 2.675766 0.729021 -2.038382 0.52 0.29 0.10 -0.248
C 2.624996 2.013407 -1.214986 0.35 0.13 -0.14 -0.227
N -0.344280 2.162226 1.047610 0.34 -0.16 0.12 -0.647
C -1.386645 1.575937 1.765008 -0.42 -0.17 0.22 0.239
C -2.690949 2.067619 1.778869 -0.01 0.15 -0.11 -0.253
C -3.667808 1.410528 2.502230 0.13 -0.24 0.12 -0.198
C -3.373101 0.256450 3.212214 0.10 0.00 -0.04 -0.095
Cl -4.609817 -0.561451 4.090679 -0.19 0.00 0.05 0.026
C -2.069973 -0.232380 3.205020 -0.16 0.19 -0.09 -0.044
Cl -1.669741 -1.673275 4.065763 0.14 -0.11 0.05 0.023
C -1.083750 0.429159 2.499029 -0.04 0.06 -0.04 -0.292
H 1.709259 3.719452 0.346632 0.02 0.01 -0.02 0.215
H 0.779171 4.621181 -0.865967 -0.07 -0.09 0.33 0.215
H 0.631516 2.036106 -3.255621 -0.23 -0.01 0.03 0.191
H -0.590309 2.480178 -2.063200 -0.02 -0.07 -0.11 0.233
H -0.242924 0.404722 -0.818551 -0.18 0.16 -0.21 0.219
H -0.351821 -0.026650 -2.532786 -0.07 0.09 0.08 0.202
H 1.074758 -2.464559 -2.357354 -0.03 -0.18 -0.11 0.231
H 1.736731 -3.642966 -1.194834 -0.07 0.00 -0.07 0.201
H -0.180924 -4.701324 -2.358606 0.00 0.14 -0.02 0.203
H -1.217060 -3.295724 -1.957190 0.05 -0.06 -0.03 0.166
H -1.172866 -4.239944 1.500472 0.00 0.14 -0.01 0.208
H -1.805637 -3.014775 0.358331 0.03 -0.04 0.06 0.171
H 0.068326 -2.015323 1.612976 -0.08 -0.14 0.11 0.236
H 1.127537 -3.383995 1.174234 -0.08 0.01 0.03 0.194
H 3.580332 0.166472 -1.808794 0.09 0.20 -0.21 0.250
H 2.647176 0.941001 -3.108870 0.04 -0.08 0.05 0.210
H 3.458749 2.670917 -1.497232 0.07 -0.18 0.09 0.196
H 2.752682 1.735755 -0.158327 0.05 0.13 -0.11 0.187
H 0.516884 1.620883 1.071217 -0.11 0.26 -0.15 0.437
H -2.933151 2.960107 1.227167 -0.01 -0.01 0.01 0.262
H -4.676483 1.791487 2.514983 -0.10 0.02 0.01 0.232
H -0.071598 0.056361 2.501441 0.02 -0.07 0.08 0.248